80
Properties=species:S:1:pos:R:3:forces:R:3 method="wB97M-V/def2-TZVPD" e_homo_ha="-0.16112 / -0.26464" gap_ev="4.8 / 5.6" spin_multiplicity=5 de_lowest_ev=0.0000 energy_ha=-2207.24363
Pt 0.4354 0.4623 0.2548 0.6478 -2.4684 0.4092
Cl -0.6338 2.2909 -0.9213 -1.2559 1.3491 -1.0829
P 1.8775 2.0292 0.7679 0.7057 -0.1704 0.5303
C 1.1669 3.5668 1.5464 0.3853 0.0505 -0.3189
C 2.9927 1.1653 2.0058 0.2937 0.8527 -0.2017
C 2.7557 2.5231 -0.7998 -0.0802 0.6062 0.6165
C -0.1671 3.3954 2.3043 0.3172 -0.0591 -0.1949
H 0.9757 4.1886 0.6538 0.0299 -0.0731 0.3315
C 2.2068 4.2501 2.4422 -0.1285 0.3440 0.0348
H 2.3634 3.6733 3.3697 0.0453 0.2299 -0.3440
H 1.8038 5.2374 2.7186 0.2550 -0.2253 0.0738
H 3.1687 4.4072 1.9284 -0.3178 -0.1158 0.3464
H -0.9732 3.0944 1.6314 0.2053 -0.0893 0.1194
H -0.4385 4.3618 2.7451 0.0888 -0.0802 -0.0064
H -0.0662 2.6624 3.1135 -0.1194 0.1442 -0.1626
H 1.9575 3.0997 -1.3050 0.2316 -0.2477 0.2502
C 3.1179 1.3496 -1.7186 0.0804 -0.0081 -0.2238
C 3.9353 3.4645 -0.5210 0.0441 0.0193 -0.4900
H 3.5880 4.4350 -0.1403 0.1719 -0.3078 -0.0120
H 4.4477 3.6576 -1.4744 0.0748 0.0314 0.2509
H 4.6590 3.0197 0.1799 -0.1780 0.1778 -0.1931
H 2.3685 0.5436 -1.6964 0.2824 0.2986 0.0900
H 4.1016 0.9257 -1.4838 -0.2034 0.0697 0.0014
H 3.1538 1.7159 -2.7552 0.0917 -0.0358 0.2297
C 2.1420 0.5674 3.1380 -0.0899 -0.0783 -0.0512
H 3.6733 1.9314 2.3909 0.1643 -0.1715 0.2036
C 3.7823 0.0515 1.3125 0.0569 -0.1432 -0.1078
H 1.6047 1.3295 3.7236 0.1641 -0.2308 -0.2212
H 2.7889 -0.0056 3.8270 -0.2112 0.2419 -0.2435
H 1.4065 -0.1284 2.6889 0.2942 0.3200 0.4271
H 3.0631 -0.6330 0.8214 0.4989 0.3465 0.1742
H 4.3538 -0.5245 2.0643 -0.2362 0.2237 -0.2919
H 4.5004 0.4276 0.5645 -0.3302 -0.1134 0.2949
H -0.4386 0.7768 1.5512 -1.5585 -0.0346 0.5541
H 0.6603 -0.2193 -1.2263 -0.7986 -0.5347 -0.9461
P -2.8456 -0.5483 -1.4868 2.0468 0.5760 1.1372
C -2.7953 0.2713 -3.1119 0.3304 0.2762 -0.0388
C -2.7653 -2.3706 -1.4225 -0.1428 0.0268 -0.3502
C -3.8680 0.2997 -0.2572 -0.0276 0.4320 0.3296
C -1.4004 0.4436 -3.7771 0.0734 -0.0989 0.1418
H -3.1642 1.2916 -2.8915 -0.0129 -0.4408 -0.0126
C -3.7756 -0.4962 -3.9916 -0.1327 0.1972 -0.3101
H -3.3657 -1.4802 -4.2626 -0.1924 0.2830 -0.0144
H -3.9445 0.1023 -4.8920 -0.0629 -0.3100 -0.0696
H -4.7324 -0.6246 -3.4734 0.0445 -0.1121 -0.2720
H -0.7794 1.1793 -3.2491 -0.3172 -0.2961 0.0504
H -1.5362 0.8065 -4.8072 -0.1521 -0.1516 0.2505
H -0.8355 -0.4967 -3.8242 -0.2229 0.2085 -0.0013
H -3.6341 1.3723 -0.4183 -0.0449 -0.5227 -0.1758
C -3.5586 0.0306 1.2434 0.0483 -0.1354 0.0563
C -5.3216 0.0042 -0.6508 -0.1370 0.2232 0.1285
H -5.5533 0.4935 -1.6062 -0.1294 -0.1805 0.2184
H -5.9778 0.4137 0.1261 -0.0790 -0.1599 -0.2081
H -5.4897 -1.0808 -0.7497 -0.1050 0.3705 0.1410
H -2.4853 -0.1421 1.4426 -0.4037 0.0819 -0.2187
H -4.1390 -0.8184 1.6410 0.2107 0.2867 -0.2455
H -3.8489 0.9242 1.8237 0.0600 -0.3304 -0.3150
C -1.4460 -2.8620 -2.0256 0.1918 -0.1221 -0.4205
H -3.6484 -2.6536 -2.0184 0.2212 -0.4067 0.1006
C -2.8004 -2.9252 -0.0041 -0.2036 -0.1181 0.5300
H -1.1976 -2.4324 -2.9960 -0.1135 0.0141 -0.0358
H -1.4719 -3.9551 -2.1490 -0.0927 0.2833 0.1052
H -0.6419 -2.6052 -1.3282 -0.0907 0.0570 -0.1770
H -1.8763 -2.6381 0.5154 -0.2543 0.0775 -0.0844
H -2.8284 -4.0280 -0.0341 0.0094 0.4031 -0.1510
H -3.6489 -2.5948 0.5934 -0.0746 -0.0138 -0.1176
C 2.1104 -3.0875 -0.2023 0.3375 -0.1715 -0.2980
C 1.1509 -2.8446 0.9612 -0.4482 -0.7298 0.1708
C 0.2375 -4.0847 0.9911 0.0375 -0.5862 -0.0618
C 1.8879 -2.8739 2.3059 0.2300 0.1707 0.2706
O 0.3623 -1.6989 0.8449 0.2289 -0.2238 0.0719
H 2.6959 -4.0091 -0.0170 -0.2060 0.3865 -0.1011
H 2.8135 -2.2657 -0.3500 -0.0722 0.0079 -0.0254
H 1.5435 -3.2374 -1.1362 0.1994 0.1490 0.2640
H 0.8459 -4.9959 1.1681 -0.3526 0.3768 -0.0604
H -0.5011 -3.9981 1.7954 0.0758 -0.0098 -0.0953
H -0.2865 -4.2204 0.0348 0.1321 0.0249 0.2988
H 2.6161 -2.0598 2.3864 -0.1704 -0.2242 0.0313
H 1.1470 -2.7660 3.1161 0.2945 0.0056 -0.2411
H 2.4196 -3.8312 2.4417 -0.1526 0.3078 -0.0412